# C5H7NS

C5H7NS in the gas phase (wB97M-V/def2-TZVPD, OMol25).

CARTESIAN COORDINATES (ANGSTROEM)
C  1.984  -0.904  0.286
C  0.587  1.150  0.193
C  -0.660  0.693  -0.573
C  0.929  -0.255  0.800
C  -0.768  -0.749  -0.418
N  2.836  -1.468  -0.224
S  -2.115  -1.631  0.149
H  1.509  1.465  -0.358
H  0.428  1.960  0.870
H  -1.680  1.271  -0.308
H  -0.658  0.959  -1.692
H  0.741  -0.375  1.861
H  -0.168  -1.442  -1.210
H  -2.963  -0.674  0.625

Computed properties:
molecular weight: 113.2 g/mol
charge: 0
DFT total energy: -17620.2390 eV
energy relative to the best compared isomer or geometry (same formula, charge and spin): 78.6 kcal/mol
HOMO (alpha / beta): -0.301 / -0.302 Eh
frontier orbital gap (alpha / beta): 8.224 / 8.226 eV
strongest force on any atom: 5.72 eV/Å

These are the natural (NBO) partial charges, in e, on atoms 1 to 4: atom 1 (C): 0.22, atom 2 (C): -0.41, atom 3 (C): -0.48, atom 4 (C): -0.34

# C5H7NS2

C5H7NS2 in the gas phase (wB97M-V/def2-TZVPD, OMol25).

CARTESIAN COORDINATES (ANGSTROEM)
C  -1.481  0.481  -0.081
C  -0.416  1.078  0.859
C  0.624  -0.212  1.241
C  0.548  -0.703  -1.016
C  -0.388  0.508  -1.224
H  -0.806  1.557  1.807
H  1.215  -0.108  2.162
H  -0.009  -1.024  1.431
H  2.122  -1.195  0.066
H  -0.024  -1.741  -0.937
H  1.131  -1.016  -1.875
H  -1.111  0.453  -2.098
N  1.580  -0.204  -0.036
S  -2.972  0.002  0.017
S  -0.012  2.121  -0.317

Computed properties:
molecular weight: 145.3 g/mol
charge: 0
DFT total energy: -28454.7166 eV
energy relative to the best compared isomer or geometry (same formula, charge and spin): 95.7 kcal/mol
HOMO: -0.313 Eh
frontier orbital gap: 8.739 eV
strongest force on any atom: 8.20 eV/Å

These are the natural (NBO) partial charges, in e, on atoms 1 to 4: atom 1 (C): -0.10, atom 2 (C): -0.53, atom 3 (C): -0.23, atom 4 (C): -0.28

# C5H7O5S2

A gas-phase ion, C5H7O5S2 (charge -1) (wB97M-V/def2-TZVPD, OMol25).

CARTESIAN COORDINATES (ANGSTROEM)
C  -1.858  -1.654  -0.778
C  -2.349  -1.774  0.433
C  0.698  0.671  0.370
C  2.985  1.166  -0.333
C  2.084  0.192  0.367
O  -1.973  -0.334  -1.378
O  -1.172  -2.520  -1.315
O  -2.339  1.981  -0.994
O  0.176  0.947  -0.800
O  0.100  0.909  1.377
S  -3.430  -0.423  1.013
S  -1.705  0.838  -0.420
H  -2.600  -2.791  0.733
H  2.724  2.086  0.015
H  2.865  0.932  -1.395
H  3.991  0.724  -0.252
H  2.234  0.053  1.430
H  2.143  -0.840  -0.079
H  -2.572  -0.163  2.007

Computed properties:
molecular weight: 211.2 g/mol
charge: -1
DFT total energy: -37205.5083 eV
energy relative to the best compared isomer or geometry (same formula, charge and spin): 49.2 kcal/mol
HOMO: -0.147 Eh
frontier orbital gap: 7.322 eV
strongest force on any atom: 5.03 eV/Å

These are the natural (NBO) partial charges, in e, on atoms 1 to 4: atom 1 (C): 0.61, atom 2 (C): -0.67, atom 3 (C): 0.78, atom 4 (C): -0.61

# C5H7OP

C5H7OP in the gas phase (wB97M-V/def2-TZVPD, OMol25).

CARTESIAN COORDINATES (ANGSTROEM)
C  0.986  -1.150  -0.628
C  1.716  -1.210  0.585
C  -0.305  -0.928  -0.865
C  1.200  -0.880  1.809
C  -1.422  1.867  -0.280
O  -2.037  0.778  0.359
P  -1.585  -0.792  0.427
H  1.828  -1.072  -1.500
H  2.750  -1.419  0.309
H  -0.732  -0.873  -1.858
H  1.353  -1.099  2.785
H  -0.393  1.802  -0.733
H  -1.170  2.523  0.590
H  -2.189  2.452  -1.001

Computed properties:
molecular weight: 114.1 g/mol
charge: 0
DFT total energy: -16628.9007 eV
energy relative to the best compared isomer or geometry (same formula, charge and spin): 116.5 kcal/mol
HOMO (alpha / beta): -0.274 / -0.274 Eh
frontier orbital gap (alpha / beta): 6.794 / 6.790 eV
strongest force on any atom: 6.41 eV/Å

These are the natural (NBO) partial charges, in e, on atoms 1 to 4: atom 1 (C): -0.14, atom 2 (C): -0.39, atom 3 (C): -0.65, atom 4 (C): -0.21

# C5H7PS

C5H7PS in the gas phase (wB97M-V/def2-TZVPD, OMol25).

CARTESIAN COORDINATES (ANGSTROEM)
C  0.010  -0.617  -1.356
C  0.500  0.479  -1.978
C  -0.237  -0.813  0.129
C  -0.215  -2.069  0.621
C  -0.441  0.355  0.959
P  0.221  1.953  0.114
S  -0.539  3.696  0.620
H  0.072  -1.586  -1.827
H  0.910  0.724  -2.920
H  -0.201  -2.059  1.712
H  -0.187  -2.949  -0.022
H  -1.467  0.663  1.269
H  -0.009  0.393  1.894
H  1.583  1.831  0.784

Computed properties:
molecular weight: 130.2 g/mol
charge: 0
DFT total energy: -25418.6828 eV
energy relative to the best compared isomer or geometry (same formula, charge and spin): 75.2 kcal/mol
HOMO (alpha / beta): -0.312 / -0.312 Eh
frontier orbital gap (alpha / beta): 7.729 / 7.726 eV
strongest force on any atom: 5.36 eV/Å

These are the natural (NBO) partial charges, in e, on atoms 1 to 4: atom 1 (C): -0.29, atom 2 (C): -0.19, atom 3 (C): -0.04, atom 4 (C): -0.36

# C5H7PS

C5H7PS in the gas phase (wB97M-V/def2-TZVPD, OMol25).

CARTESIAN COORDINATES (ANGSTROEM)
C  0.256  -1.811  -1.233
C  0.689  -0.538  -1.084
C  -0.974  -2.375  -0.787
C  0.504  0.556  -0.177
C  -0.029  2.286  1.868
P  -0.018  0.446  1.465
S  -1.752  -3.478  -1.766
H  0.866  -2.326  -1.931
H  1.514  -0.290  -1.820
H  -1.508  -2.025  0.061
H  0.456  1.567  -0.554
H  0.797  2.896  1.399
H  -1.015  2.682  1.706
H  0.214  2.410  2.854

Computed properties:
molecular weight: 130.2 g/mol
charge: 0
DFT total energy: -25419.5216 eV
energy relative to the best compared isomer or geometry (same formula, charge and spin): 55.9 kcal/mol
HOMO: -0.314 Eh
frontier orbital gap: 7.191 eV
strongest force on any atom: 3.30 eV/Å

These are the natural (NBO) partial charges, in e, on atoms 1 to 4: atom 1 (C): -0.27, atom 2 (C): -0.16, atom 3 (C): -0.27, atom 4 (C): -0.62

# C5H7PS3

A molecular structure, C5H7PS3 (wB97M-V/def2-TZVPD, OMol25).

CARTESIAN COORDINATES (ANGSTROEM)
C  1.381  0.499  0.531
C  1.560  -0.609  -0.303
C  0.051  0.361  1.004
C  0.485  -1.486  -0.365
C  -0.456  -0.993  0.518
P  -1.167  1.171  -0.352
S  -2.325  0.207  -1.597
S  -2.458  2.536  0.557
S  0.292  2.318  -1.407
H  2.201  1.077  0.822
H  2.440  -0.695  -0.911
H  -0.218  0.759  1.940
H  0.534  -2.388  -0.940
H  -1.386  -1.516  0.809
H  -1.956  2.847  1.785
H  0.680  1.168  -1.824

Computed properties:
molecular weight: 194.3 g/mol
charge: 0
DFT total energy: -47091.5772 eV
energy relative to the best compared isomer or geometry (same formula, charge and spin): 9.8 kcal/mol
HOMO: -0.289 Eh
frontier orbital gap: 7.489 eV
strongest force on any atom: 4.39 eV/Å

These are the natural (NBO) partial charges, in e, on atoms 1 to 4: atom 1 (C): -0.25, atom 2 (C): -0.21, atom 3 (C): -0.51, atom 4 (C): -0.27

# C5H8

C5H8 in the gas phase (wB97M-V/def2-TZVPD, OMol25).

CARTESIAN COORDINATES (ANGSTROEM)
C  -0.259  0.046  0.553
C  -1.300  -0.976  0.196
C  -0.189  1.286  -0.410
C  1.083  1.022  -0.688
C  1.200  -0.250  0.087
H  -1.096  -1.915  0.721
H  -0.270  0.203  1.647
H  -1.274  -1.139  -0.887
H  -2.280  -0.586  0.486
H  -0.758  2.124  -0.843
H  1.841  1.597  -1.188
H  1.311  -1.159  -0.522
H  1.979  -0.244  0.855

Computed properties:
molecular weight: 68.1 g/mol
charge: 0
DFT total energy: -5312.8620 eV
energy relative to the best compared isomer or geometry (same formula, charge and spin): 30.1 kcal/mol
HOMO: -0.344 Eh
frontier orbital gap: 10.643 eV
strongest force on any atom: 1.09 eV/Å

These are the natural (NBO) partial charges, in e, on atoms 1 to 4: atom 1 (C): -0.21, atom 2 (C): -0.61, atom 3 (C): -0.22, atom 4 (C): -0.18

Question: Number 3 is which compound?
Answer: C5H7O5S2